Molecular formula: CH3O2S2
Method: DFT, wB97M-V/def2-TZVPD

## Properties
Energy above the lowest of the compared OMol25 structures with the same formula, charge and spin = 57.42 kcal per mole
HOMO-LUMO gap (alpha / beta) = 0.273 / 0.273 hartree
Total charge = -1
2S+1 = 1
Electronic energy = -26850.4054 eV
HOMO level (alpha / beta) = -3.8 / -3.8 eV

The geometry in XYZ format:
```
8
CH3O2S2 wB97M-V/def2-TZVPD
C 0.088 -0.023 -0.017
O 2.661 -0.956 -1.396
O 2.722 -1.453 0.978
S 3.394 1.303 0.193
S 2.522 -0.444 -0.056
H 0.109 -0.415 1.014
H 0.494 0.824 -0.379
H -0.445 -0.531 -0.799
```

Atomic partial charges in e from the Löwdin method, atoms 1 to 6: atom 1 (C): -0.0509, atom 2 (O): -0.5034, atom 3 (O): -0.4935, atom 4 (S): 0.0719, atom 5 (S): 0.1039, atom 6 (H): 0.0004

Molecular formula: C7H18N4
Method: DFT, wB97M-V/def2-TZVPD

## Properties
Energy above the lowest of the compared OMol25 structures with the same formula, charge and spin = 69.99 kcal per mole
HOMO-LUMO gap = 0.357 hartree
Total charge = +2
2S+1 = 1
Electronic energy = -13492.1773 eV
HOMO level = -16.4 eV

The geometry in XYZ format:
```
29
C7H18N4 wB97M-V/def2-TZVPD
C -0.496 0.515 -0.072
C -2.201 1.734 1.078
C 0.075 2.334 1.024
C 0.535 1.684 2.312
C -0.170 -2.312 -2.242
C 1.597 0.053 -1.208
C -0.024 -1.856 -0.811
N -1.180 2.764 0.932
N -1.731 0.511 0.321
N 0.287 -0.440 -0.637
N 1.229 -2.613 -0.235
H -2.453 1.515 2.103
H -3.245 2.219 0.784
H 0.811 2.773 0.472
H 0.696 2.505 3.053
H 1.596 1.149 2.342
H -0.088 0.959 2.712
H -0.942 -1.711 -2.678
H -0.467 -3.349 -2.298
H 0.801 -2.034 -2.864
H 1.824 -0.441 -2.081
H 1.469 1.047 -1.550
H 2.467 0.128 -0.434
H -0.892 -2.123 -0.181
H -1.347 3.404 0.197
H -2.568 -0.238 0.196
H 0.953 -3.528 0.107
H 1.563 -2.068 0.705
H 1.901 -2.578 -1.047
```

Atomic partial charges in e from the Löwdin method, atoms 1 to 6: atom 1 (C): -0.1002, atom 2 (C): -0.1185, atom 3 (C): -0.1093, atom 4 (C): -0.0347, atom 5 (C): -0.0087, atom 6 (C): 0.0010